# 1
A structure of composition C31H68CuMnN6O13, computed with the ωB97M-V functional and the def2-TZVPD basis.

Its spin multiplicity is 7. The expectation value of S² is 12.0055. As for the net charge: 0. As for the HOMO energy (spin up / spin down): -6.6 / -6.6 eV. The calculation puts the largest force on an atom at 2.6 eV/Å.

Each line ends with the Löwdin spin population.
Cartesian coordinates (Å):
1 Cu -5.750 -3.800 -14.766  0.8615
2 Mn -6.281 -4.209 -10.561  4.6916
3 O -8.962 -0.488 -10.313  0.0004
4 O -4.777 -5.525 -11.029  0.0481
5 O -0.081 -4.317 -11.759  0.0000
6 O -4.929 -2.149 -13.413  0.0284
7 O -2.728 -9.508 -13.982  0.0005
8 O -3.628 3.224 -10.790  0.0000
9 O -4.147 -2.981 -16.099  0.0001
10 O -7.014 -2.250 -15.688  0.0296
11 O -2.159 -9.307 -11.239  0.0103
12 O -4.864 -5.433 -13.897  0.0442
13 O -6.530 -3.406 -12.625  0.0455
14 O -6.748 -3.123 -6.622  0.0005
15 O -5.188 -2.589 -11.181  0.0626
16 N -7.826 -4.668 -14.670  0.0087
17 N -4.914 -0.101 -9.807  0.0008
18 N -5.556 -5.396 -16.473  0.0125
19 N -5.522 -4.816 -8.447  0.0392
20 N -2.250 -1.356 -12.438  0.0006
21 N -7.725 -3.010 -9.439  0.0346
22 C -4.538 -4.907 -17.469  0.0006
23 C -3.041 -8.511 -13.329  0.0004
24 C -8.652 -4.034 -15.679  0.0010
25 C -0.290 -2.186 -13.669  0.0000
26 C -5.460 -2.740 -7.040  0.0003
27 C -4.207 -6.342 -13.295  0.0075
28 C -2.336 3.742 -10.978  0.0000
29 C -10.125 -4.400 -15.632  0.0006
30 C -0.217 -5.341 -12.724  0.0000
31 C -7.508 -2.098 -6.004  0.0001
32 C -3.506 -4.106 -16.695  -0.0001
33 C -3.401 -7.392 -11.100  0.0104
34 C -8.407 -2.538 -15.694  0.0014
35 C -4.113 -6.365 -11.719  0.0031
36 C -3.623 1.819 -10.655  0.0000
37 C -4.659 -3.893 -7.640  0.0040
38 C -3.261 -1.858 -16.173  0.0001
39 C -9.675 -1.465 -9.595  0.0017
40 C -9.145 -2.873 -9.882  0.0082
41 C -6.791 -0.881 -15.402  0.0019
42 C -1.520 -2.568 -12.853  0.0000
43 C -5.565 -2.595 -12.419  0.0117
44 C -1.250 -3.503 -11.684  0.0000
45 C -3.452 -3.422 -8.439  0.0006
46 C -2.849 -8.465 -11.828  0.0025
47 C -5.240 -4.006 -18.466  0.0000
48 C -3.643 -7.404 -13.991  0.0028
49 C -9.082 -0.535 -11.723  0.0000
50 C -10.035 -3.914 -9.207  0.0018
51 C -5.002 1.251 -10.390  0.0000
52 C -5.908 2.168 -9.582  0.0000
53 H -10.669 -3.934 -14.808  0.0000
54 H -8.101 -5.647 -14.572  0.0001
55 H -0.459 -1.500 -14.501  0.0000
56 H -4.076 -5.733 -18.012  0.0003
57 H -2.437 -0.824 -13.282  0.0000
58 H -2.003 3.432 -11.976  0.0000
59 H -11.088 -3.621 -9.273  0.0000
60 H -9.969 -4.906 -9.648  0.0012
61 H -8.939 -2.180 -16.583  0.0008
62 H -4.284 -4.475 -6.792  0.0011
63 H -0.742 -5.008 -13.627  0.0000
64 H -3.703 -7.386 -15.070  0.0002
65 H -9.421 -1.221 -8.554  0.0002
66 H -9.867 -3.909 -8.127  0.0000
67 H -6.688 1.568 -9.105  0.0000
68 H -2.955 1.544 -9.818  0.0000
69 H -2.699 -3.091 -7.722  0.0000
70 H -3.036 -4.205 -9.070  0.0000
71 H -2.716 -3.871 -17.413  0.0000
72 H -4.588 -3.199 -18.819  0.0000
73 H -10.620 -3.960 -16.511  0.0001
74 H 0.218 -3.068 -14.059  0.0000
75 H -10.769 -1.415 -9.618  0.0004
76 H -6.212 -5.134 -7.766  0.0028
77 H -7.392 -0.177 -15.975  0.0010
78 H -5.366 2.684 -8.789  0.0000
79 H -8.548 -2.410 -6.089  0.0000
80 H -7.245 -2.070 -4.941  0.0000
81 H -7.655 -3.040 -8.417  0.0025
82 H -3.053 -4.732 -15.918  -0.0001
83 H -2.071 -4.229 -11.565  0.0000
84 H -10.286 -5.463 -15.794  0.0000
85 H -3.665 -1.064 -15.546  0.0000
86 H -5.477 1.077 -11.367  0.0000
87 H -8.866 -2.033 -14.833  0.0000
88 H -1.220 -3.029 -10.700  0.0000
89 H -8.970 0.459 -12.150  0.0000
90 H -6.056 -3.420 -18.028  0.0000
91 H -2.258 -2.102 -15.830  0.0000
92 H 0.407 -1.664 -13.004  0.0000
93 H -10.066 -0.906 -12.036  0.0000
94 H -8.353 -4.362 -16.686  0.0002
95 H -3.927 -0.300 -9.653  0.0000
96 H -6.948 -0.664 -14.337  0.0000
97 H 0.752 -5.726 -13.034  0.0000
98 H -4.867 -2.453 -6.154  0.0001
99 H -5.195 -6.327 -16.259  0.0003
100 H -8.319 -1.210 -12.129  0.0000
101 H -7.447 -2.031 -9.616  0.0027
102 H -5.663 -4.478 -19.354  0.0000
103 H -3.724 -2.597 -9.098  0.0002
104 H -5.722 -0.701 -15.494  0.0000
105 H -5.196 -0.839 -10.456  0.0003
106 H -6.482 2.871 -10.188  0.0000
107 H -2.184 -3.115 -13.547  0.0000
108 H -2.418 4.830 -10.980  0.0000
109 H -3.138 1.351 -11.522  0.0000
110 H -6.376 -5.647 -17.030  0.0004
111 H -3.230 -7.317 -10.035  0.0006
112 H -3.169 -1.721 -12.196  0.0004
113 H -3.275 -1.485 -17.200  0.0001
114 H -1.556 3.513 -10.245  0.0000
115 H -4.964 -5.642 -8.658  0.0017
116 H -9.118 -3.017 -10.965  0.0015
117 H -8.093 -4.355 -13.734  0.0004
118 H -7.332 -1.111 -6.436  0.0000
119 H -0.833 -6.151 -12.313  0.0000
120 H -5.488 -1.828 -7.654  0.0001


# 2
A structure of composition C8H21Cl2CoNO4, computed with the ωB97M-V functional and the def2-TZVPD basis.

Its spin multiplicity is 4. The expectation value of S² is 3.7560. As for the net charge: 0. The energy relative to the best compared isomer or geometry (same formula, charge and spin) comes out at 16.7 kJ/mol. As for the HOMO energy (spin up / spin down): -8.5 / -8.6 eV. The calculation puts the largest force on an atom at 1.6 eV/Å.

Each line ends with the Löwdin spin population.
Cartesian coordinates (Å):
1 Co -0.694 0.544 0.186  2.7534
2 Cl 0.367 -0.316 2.283  0.0633
3 Cl -1.764 1.385 -1.893  0.0581
4 O -2.350 -0.773 0.455  0.0302
5 O 2.788 -1.526 -0.750  0.0000
6 O 0.871 1.921 0.056  0.0283
7 O -1.515 2.226 1.449  0.0182
8 N 0.123 -1.273 -0.707  0.0318
9 C 0.830 -1.158 -1.991  0.0017
10 C 2.259 -0.681 -1.716  -0.0003
11 C 0.715 2.962 1.024  0.0012
12 C -0.741 3.371 1.120  0.0003
13 C -1.975 -2.124 0.265  0.0004
14 C -1.023 -2.197 -0.917  0.0011
15 C 3.933 -1.051 -0.081  0.0001
16 C -3.458 -0.690 1.337  0.0033
17 H 0.790 -1.718 -0.077  0.0002
18 H 4.724 -0.826 -0.811  0.0000
19 H -0.647 -3.210 -1.064  0.0009
20 H -3.204 -1.091 2.321  0.0001
21 H 3.740 -0.164 0.527  0.0001
22 H -1.456 -2.492 1.160  0.0000
23 H -2.835 -2.778 0.099  0.0004
24 H 1.124 2.768 2.018  0.0002
25 H -3.786 0.342 1.401  0.0001
26 H 1.549 2.223 -0.548  0.0025
27 H -0.906 4.250 1.750  0.0004
28 H 0.310 -0.533 -2.712  0.0001
29 H -4.287 -1.288 0.952  0.0011
30 H 1.285 3.839 0.696  0.0007
31 H 0.931 -2.150 -2.453  0.0012
32 H -2.377 2.480 1.786  0.0013
33 H 2.164 0.368 -1.397  -0.0002
34 H 2.858 -0.640 -2.632  0.0000
35 H -1.080 3.744 0.139  0.0000
36 H 4.293 -1.871 0.535  0.0000
37 H -1.555 -1.873 -1.812  0.0000


# 3
An isolated molecule of C24H29N3O4S, computed with the ωB97M-V functional and the def2-TZVPD basis.

As for the net charge: 0. The energy relative to the best compared isomer or geometry (same formula, charge and spin) comes out at 216.3 kJ/mol. As for the HOMO energy: -7.8 eV. The calculation puts the largest force on an atom at 0.9 eV/Å. As for the SMILES: CCOc1ccc(CCNC(=O)c2ccc3nc(N4CCOCC4)sc3c2)cc1OCC.

Each line ends with the Löwdin charge.
Cartesian coordinates (Å):
1 S 1.079 1.009 2.502  1.0737
2 O -1.624 -0.308 -3.071  -0.0388
3 O 0.784 -0.271 -1.537  -0.0759
4 O -2.769 -3.824 0.828  0.0720
5 O 0.609 5.880 3.370  -0.1282
6 N -0.708 2.188 1.008  0.1170
7 N 0.973 3.623 1.729  -0.1172
8 N -0.560 -4.117 1.209  0.0592
9 C 0.581 -2.689 -1.298  0.0135
10 C -1.323 -3.803 -2.205  -0.0345
11 C -1.756 -2.598 -2.720  0.0124
12 C -0.361 5.544 2.402  -0.1779
13 C 0.357 2.430 1.683  -0.5665
14 C -0.847 0.792 -3.520  -0.2303
15 C -1.045 -1.417 -2.530  -0.2057
16 C -0.472 -5.356 0.472  -0.1659
17 C -2.345 -1.059 0.500  -0.0054
18 C -1.463 -1.878 1.214  -0.1349
19 C 2.027 -0.247 -0.876  -0.2525
20 C 1.948 3.958 2.742  -0.1467
21 C 3.188 -0.664 -1.775  -0.0522
22 C -0.136 -3.863 -1.495  -0.2436
23 C -1.681 -3.344 1.080  -0.4546
24 C -2.155 0.301 0.406  0.0062
25 C -1.058 0.871 1.042  -0.3139
26 C -0.201 0.045 1.802  -0.4657
27 C 0.315 -5.141 -0.840  -0.1223
28 C 1.256 4.734 3.872  -0.1826
29 C -0.956 1.995 -2.590  -0.0620
30 C 0.147 -1.462 -1.783  -0.1787
31 C -0.387 -1.317 1.894  -0.0451
32 C 0.272 4.790 1.226  -0.1160
33 H 1.500 -2.741 -0.733  0.1123
34 H 0.318 -3.629 1.309  0.1146
35 H -0.549 1.757 -1.613  0.0422
36 H -1.910 -4.696 -2.358  0.1203
37 H 2.150 0.800 -0.579  0.1216
38 H -1.999 2.278 -2.476  0.0767
39 H 3.060 -1.685 -2.126  0.0698
40 H -2.823 0.925 -0.164  0.1177
41 H 1.002 5.433 0.726  0.1317
42 H 3.237 -0.009 -2.641  0.0798
43 H 2.417 3.053 3.128  0.0843
44 H -0.489 4.462 0.520  0.1182
45 H 2.711 4.593 2.280  0.1337
46 H -3.173 -1.534 -0.001  0.1240
47 H 0.282 -1.912 2.498  0.1163
48 H 0.527 4.076 4.370  0.1312
49 H -2.676 -2.537 -3.279  0.1234
50 H -1.265 1.051 -4.501  0.1219
51 H 0.009 -6.123 1.085  0.1155
52 H -0.406 2.832 -3.013  0.0761
53 H -0.798 6.486 2.069  0.1282
54 H 2.000 -0.856 0.036  0.1025
55 H -1.144 4.916 2.853  0.1319
56 H 1.383 -5.087 -0.615  0.1106
57 H 1.984 5.087 4.603  0.1287
58 H 0.197 0.502 -3.656  0.1182
59 H -1.499 -5.658 0.256  0.1184
60 H 4.122 -0.592 -1.224  0.0780
61 H 0.145 -5.994 -1.497  0.1153


# 4
A structure of composition C61H47GeInN2OPS3Se2, computed with the ωB97M-V functional and the def2-TZVPD basis.

Its spin multiplicity is 2. The expectation value of S² is 0.7557. As for the net charge: +2. As for the HOMO energy (spin up / spin down): -12.1 / -12.1 eV. The calculation puts the largest force on an atom at 0.4 eV/Å.

Each line ends with the Löwdin spin population.
Cartesian coordinates (Å):
1 In 0.772 1.122 0.915  0.0186
2 Se -1.438 -1.539 -0.134  0.4836
3 Se -0.046 -1.945 -1.867  0.3640
4 Ge -1.608 -3.466 1.525  0.0165
5 S 0.986 0.242 -5.144  -0.0001
6 S 0.113 5.230 5.291  0.0000
7 S -2.370 0.544 3.398  0.0003
8 P 0.749 -4.109 -1.704  0.0124
9 O -1.346 0.379 2.290  0.0156
10 N 0.891 2.448 -1.304  0.0016
11 N 0.733 3.612 1.197  0.0025
12 C 1.262 7.419 5.890  0.0000
13 C 1.627 5.664 0.332  0.0000
14 C 1.212 4.341 0.159  0.0003
15 C 0.142 -3.590 2.290  0.0053
16 C -3.132 -2.746 2.457  -0.0011
17 C -4.413 -2.244 4.479  0.0001
18 C 0.838 -4.268 -3.516  0.0082
19 C 4.164 -2.570 0.016  0.0014
20 C 0.854 -4.670 -6.267  0.0037
21 C 1.273 3.737 -1.154  0.0002
22 C -3.576 -2.821 6.674  0.0001
23 C 1.767 3.890 -3.500  0.0002
24 C -3.248 4.277 2.102  0.0000
25 C -0.176 -5.012 -4.124  0.0055
26 C -0.168 -5.211 -5.497  -0.0005
27 C -3.241 -2.776 3.883  -0.0003
28 C -2.238 -3.322 4.733  0.0001
29 C 0.701 1.093 5.974  0.0000
30 C -5.325 -1.725 2.297  0.0009
31 C 2.700 -3.848 3.343  0.0004
32 C -2.097 -5.049 0.535  0.0061
33 C -4.158 -2.244 1.694  0.0062
34 C 1.551 6.218 1.615  0.0002
35 C -3.102 2.173 3.228  0.0003
36 C 2.029 -4.970 2.873  0.0009
37 C -2.048 0.663 6.120  0.0001
38 C 2.480 -3.773 -1.222  0.0108
39 C 1.569 1.511 -7.265  0.0000
40 C 0.066 1.041 7.208  0.0000
41 C 4.770 -4.529 -1.238  0.0021
42 C 2.153 5.854 -2.025  0.0000
43 C -1.405 0.751 4.893  0.0005
44 C 1.656 2.452 -6.200  0.0001
45 C -0.038 0.948 4.807  0.0000
46 C -2.401 -3.343 6.088  -0.0001
47 C 2.840 -2.730 -0.371  0.0084
48 C 1.069 5.487 2.676  0.0000
49 C 2.089 -2.599 3.307  0.0003
50 C 5.131 -3.465 -0.422  -0.0001
51 C -5.437 -1.713 3.655  -0.0004
52 C -4.144 2.532 4.075  0.0001
53 C -4.712 3.789 3.949  0.0000
54 C 1.532 7.192 4.513  0.0000
55 C 2.105 6.411 -0.803  0.0001
56 C -2.670 3.018 2.225  0.0000
57 C 0.811 -2.468 2.785  0.0030
58 C 1.850 -3.903 -5.672  0.0003
59 C 0.671 4.166 2.396  0.0005
60 C 3.451 -4.685 -1.638  0.0005
61 C 1.368 1.917 -4.979  0.0000
62 C -1.306 0.824 7.281  0.0000
63 C 1.217 0.273 -6.834  0.0000
64 C 0.750 -4.845 2.344  0.0002
65 C 1.730 4.495 -2.237  0.0001
66 C 1.843 -3.697 -4.301  0.0026
67 C -4.258 4.665 2.968  0.0000
68 C 0.977 6.040 4.036  0.0000
69 C 0.502 6.434 6.435  0.0000
70 C 1.357 2.590 -3.669  0.0001
71 C -4.550 -2.279 5.889  -0.0001
72 C 0.933 1.915 -2.510  0.0014
73 H -5.456 -1.882 6.334  0.0000
74 H -1.903 2.695 1.541  -0.0001
75 H 1.915 3.493 -6.353  0.0000
76 H 1.075 -0.626 -7.417  0.0000
77 H -0.952 -5.795 -5.964  -0.0001
78 H 2.419 7.438 -0.651  0.0000
79 H -4.512 1.842 4.827  0.0000
80 H -1.629 -3.768 6.719  0.0000
81 H 2.137 4.464 -4.343  0.0000
82 H -1.259 -5.455 -0.021  0.0001
83 H -3.111 0.454 6.178  0.0000
84 H -0.969 -5.442 -3.520  -0.0001
85 H -2.915 4.947 1.316  0.0000
86 H 3.183 -5.515 -2.284  0.0001
87 H -6.325 -1.305 4.125  0.0000
88 H 0.615 0.884 -2.584  0.0018
89 H 1.858 7.248 1.761  0.0000
90 H 2.096 -2.034 -0.004  0.0042
91 H 0.446 0.973 3.838  0.0003
92 H 6.165 -3.334 -0.127  0.0000
93 H 2.131 7.861 3.908  0.0000
94 H -1.796 0.768 8.245  0.0000
95 H 1.618 8.279 6.442  0.0000
96 H -3.706 -2.867 7.748  0.0000
97 H -4.096 -2.241 0.610  0.0079
98 H 2.637 -3.468 -6.277  0.0000
99 H -1.334 -3.729 4.297  0.0000
100 H 0.260 3.550 3.189  0.0000
101 H -5.520 4.081 4.607  0.0000
102 H 0.232 -5.729 1.985  0.0000
103 H -6.128 -1.350 1.676  0.0000
104 H 5.518 -5.240 -1.567  0.0001
105 H 2.499 -5.945 2.921  0.0001
106 H 0.880 -4.853 -7.335  0.0002
107 H 2.512 6.422 -2.875  0.0000
108 H 2.606 -1.730 3.694  0.0001
109 H 4.439 -1.745 0.661  0.0001
110 H 0.644 1.152 8.118  0.0000
111 H 0.312 -1.502 2.797  0.0009
112 H 3.703 -3.950 3.740  0.0000
113 H 1.760 1.752 -8.303  0.0000
114 H 1.772 1.247 5.921  0.0000
115 H -2.441 -5.784 1.271  0.0005
116 H 0.145 6.348 7.451  0.0000
117 H -2.924 -4.836 -0.144  0.0000
118 H 2.618 -3.093 -3.844  0.0001
119 H -4.707 5.646 2.872  0.0000


# 5
An isolated molecule of CH3NS, computed with the ωB97M-V functional and the def2-TZVPD basis.

As for the net charge: 0. The energy relative to the best compared isomer or geometry (same formula, charge and spin) comes out at 88.3 kJ/mol. As for the HOMO energy: -8.3 eV. The calculation puts the largest force on an atom at 6.7 eV/Å. As for the SMILES: NC=S.

Each line ends with the Löwdin charge.
Cartesian coordinates (Å):
1 S -1.065 -0.116 0.023  0.5121
2 N 1.434 -0.295 0.002  -0.0028
3 C 0.456 0.578 -0.120  -0.7137
4 H 2.194 0.167 0.405  0.0744
5 H 1.478 -1.280 -0.173  0.1029
6 H 0.587 1.567 0.110  0.0270